C3H6IN4 | the ωB97M-V functional and the def2-TZVPD basis

Positions of all 14 atoms, in Å:
C: -0.44310 -1.84081 0.39921
C: 0.79786 -0.50361 -0.06510
I: 2.79531 -1.35727 0.09078
N: 0.43947 -0.38388 -1.39986
N: -0.35219 0.45169 -1.74053
N: -0.83041 1.45436 -0.92568
C: -0.20029 1.66401 0.28698
N: 0.64457 0.75261 0.77820
H: -1.03359 -2.21834 -0.43650
H: -1.08976 -1.26275 1.01520
H: -0.00715 -2.59740 0.92954
H: -1.57427 2.18881 -1.28159
H: -0.34330 2.67589 0.77487
H: 1.19686 0.97671 1.57447

Cartesian forces, eV/Å:
0.69 3.96 -1.52
-0.74 -3.64 3.00
-0.79 0.60 0.08
0.73 0.19 0.23
-1.89 1.32 -3.85
-0.13 1.88 3.66
-0.10 0.42 -0.88
-2.36 0.24 -3.04
0.63 0.32 -0.38
-0.62 0.36 0.70
1.49 -1.74 1.27
2.26 -2.36 0.53
0.21 -1.45 -0.39
0.63 -0.09 0.59

Results
**Total energy**: -17258.60085 eV
**Energy above the lowest of the compared OMol25 structures with the same formula, charge and spin**: 25.66 kcal per mole
**HOMO energy**: -13.53 eV
**Strongest force on any atom**: 0.0928 hartree/bohr
**SMILES**: C[C@@]1(I)N=N[NH+]=CN1
**Spin multiplicity**: 1
**Charge**: +1
**LUMO level**: -5.110 eV